(1)
The following is a DFT calculation (wB97M-V/def2-TZVPD) of a molecular structure, C7H25N12NiO9 in a non-equilibrium geometry.

Computed properties:
Kohn-Sham gap (spin up / spin down) = 7.235 / 2.245 eV
total energy = -3123.80465 hartree
F_max = 7.424 eV/A
highest occupied orbital energy (spin up / spin down) = -12.92 / -12.89 eV

```
! wB97M-V def2-TZVPD RIJCOSX def2/J DEFGRID3
* xyz 2 4
Ni -0.375 0.065 2.570
O 2.354 0.768 0.404
C 1.202 0.402 -0.219
O 1.235 0.360 -1.456
O 0.265 0.078 0.489
H 2.816 0.826 -0.436
C -1.252 3.294 -1.774
O -2.317 3.619 -2.213
N -0.806 2.205 -2.231
N -0.488 3.860 -0.879
H -1.398 1.658 -2.838
H 0.071 1.751 -2.015
H 0.293 3.246 -0.693
H -0.796 4.622 -0.292
C -3.348 -0.640 1.518
O -2.199 -0.721 1.883
N -3.730 -0.548 0.297
N -4.341 -0.373 2.394
H -2.971 -0.794 -0.321
H -4.599 -0.119 0.013
H -4.079 -0.264 3.363
H -5.321 -0.221 2.207
C 1.593 2.384 3.428
O 1.166 1.248 3.432
N 2.113 2.892 2.397
N 1.512 3.225 4.355
H 2.267 2.366 1.549
H 2.416 3.855 2.433
H 1.094 2.822 5.181
H 1.644 4.179 4.052
C 1.587 -2.552 2.850
O 0.957 -1.525 2.783
N 1.927 -3.106 3.948
N 2.107 -3.209 1.808
H 1.631 -2.662 4.806
H 2.495 -3.937 4.031
H 2.140 -2.686 0.945
H 3.013 -3.559 2.082
C 2.336 -1.740 -4.260
O 2.814 -2.366 -5.174
N 1.875 -0.549 -4.491
N 2.044 -2.017 -2.979
H 1.465 -0.042 -3.719
H 1.786 -0.227 -5.444
H 1.771 -1.208 -2.440
H 2.367 -2.883 -2.572
C -1.899 -1.115 -2.673
O -1.622 -0.143 -3.418
N -2.988 -1.736 -2.745
N -1.191 -1.462 -1.674
H -3.653 -1.486 -3.463
H -3.248 -2.452 -2.082
H -1.482 -2.276 -1.151
H -0.252 -1.107 -1.565
*
```

=====

(2)
The following is a DFT calculation (wB97M-V/def2-TZVPD) of 6 unconnected molecules or ions with the total composition C7H25NO5 in a non-equilibrium geometry.

Computed properties:
Kohn-Sham gap = 8.638 eV
total energy = -712.49440 hartree
F_max = 6.858 eV/A
highest occupied orbital energy = -8.70 eV
SMILES = C/C=C/CC[C@@H](C)N.O.O.O.O.O

```
! wB97M-V def2-TZVPD RIJCOSX def2/J DEFGRID3
* xyz 0 1
C 0.176 1.735 -3.488
C -0.465 1.098 -2.390
C 0.191 0.915 -1.254
C -0.537 0.591 -0.001
C -0.470 -0.882 0.213
C -1.746 -1.262 1.008
C -2.949 -0.889 0.097
N -1.876 -2.750 1.122
H -0.217 2.683 -3.833
H 1.303 1.915 -3.222
H 0.271 0.929 -4.315
H -1.558 0.532 -2.766
H 1.243 1.151 -1.203
H -0.153 1.031 0.870
H -1.559 1.092 -0.031
H -0.280 -1.599 -0.658
H 0.352 -1.125 1.030
H -1.882 -0.862 2.034
H -2.721 -0.983 -0.987
H -3.281 0.180 0.384
H -3.888 -1.386 0.065
H -1.477 -3.241 0.319
H -2.635 -3.232 1.323
O 3.538 -2.154 0.150
H 2.969 -2.123 0.974
H 3.167 -2.540 -0.616
O -2.833 0.540 3.398
H -1.886 0.887 3.384
H -3.181 0.127 2.608
O 1.696 -0.937 2.520
H 1.445 0.062 2.697
H 1.576 -1.369 3.307
O 3.619 0.944 -0.273
H 3.672 0.307 0.451
H 4.313 0.649 -0.857
O 1.971 3.621 -0.915
H 2.771 3.311 -0.543
H 1.320 3.038 -0.601
*
```

=====

(3)
The following is a DFT calculation (wB97M-V/def2-TZVPD) of 7 unconnected molecules or ions with the total composition C7H25NO6 in a non-equilibrium geometry.

Computed properties:
Kohn-Sham gap = 8.809 eV
total energy = -787.86734 hartree
F_max = 3.720 eV/A
highest occupied orbital energy = -8.36 eV
SMILES = C=CC/C(=C/N)CC.O.O.O.O.O.O

```
! wB97M-V def2-TZVPD RIJCOSX def2/J DEFGRID3
* xyz 0 1
C 0.214 -2.628 0.116
C 0.049 -1.315 0.377
C -1.269 -0.615 0.240
C -1.087 0.629 -0.575
C -0.647 1.743 0.020
N -0.204 2.910 -0.632
C -1.417 0.537 -2.028
C -0.241 0.028 -2.860
H 1.177 -3.142 0.247
H -0.590 -3.334 -0.230
H 0.875 -0.697 0.734
H -1.728 -0.338 1.280
H -2.037 -1.239 -0.150
H -0.492 1.760 1.087
H -0.354 3.004 -1.681
H -0.382 3.751 -0.188
H -2.267 -0.140 -2.178
H -1.731 1.526 -2.430
H 0.110 -0.926 -2.552
H 0.605 0.720 -2.735
H -0.486 -0.040 -3.936
O -2.032 -2.957 -2.101
H -2.895 -2.695 -2.348
H -1.551 -2.122 -1.975
O 2.513 1.768 0.504
H 1.848 2.326 0.115
H 2.654 1.079 -0.152
O 1.673 0.639 2.766
H 2.385 0.786 3.430
H 1.978 1.076 1.881
O -0.839 1.444 3.323
H 0.085 1.366 3.169
H -1.135 0.550 3.642
O -0.177 -1.193 3.481
H -0.409 -1.796 2.851
H 0.568 -0.676 3.130
O 2.529 -0.253 -1.278
H 3.053 -0.992 -1.067
H 1.654 -0.547 -1.297
*
```

=====

(4)
The following is a DFT calculation (wB97M-V/def2-TZVPD) of 8 unconnected molecules or ions with the total composition C7H27NO7 in a non-equilibrium geometry.

Computed properties:
Kohn-Sham gap = 7.788 eV
total energy = -864.24187 hartree
F_max = 4.664 eV/A
highest occupied orbital energy = -7.38 eV
SMILES = C=C/C(N)=C(\C)CC.O.O.O.O.O.O.O

```
! wB97M-V def2-TZVPD RIJCOSX def2/J DEFGRID3
* xyz 0 1
C 0.411 -2.125 1.090
C 0.111 -1.198 0.210
C 0.360 0.194 0.047
N 0.756 0.588 -1.277
C 0.232 1.147 0.989
C -0.045 0.781 2.397
C 0.156 2.606 0.590
C -1.324 2.989 0.055
H 0.951 -1.937 2.016
H 0.212 -3.202 1.029
H -0.331 -1.669 -0.795
H 1.075 1.517 -1.530
H 1.091 -0.159 -1.887
H 0.511 -0.045 2.815
H -1.042 0.415 2.747
H 0.157 1.588 3.100
H 0.912 2.809 -0.188
H 0.326 3.310 1.370
H -1.608 3.810 0.696
H -1.200 3.448 -0.951
H -2.141 2.219 0.087
O -1.454 -2.516 -1.694
H -2.231 -2.638 -1.132
H -1.580 -2.875 -2.572
O -0.974 0.077 -3.799
H -1.109 0.594 -3.005
H -0.673 -0.801 -3.557
O 2.734 -1.436 -3.052
H 3.292 -1.358 -2.260
H 2.938 -0.708 -3.630
O 3.207 -0.363 2.017
H 3.640 0.311 2.581
H 3.949 -0.812 1.610
O -3.399 -2.803 0.492
H -3.479 -1.864 0.438
H -3.102 -3.087 1.346
O -3.829 0.057 1.404
H -4.648 0.504 1.596
H -3.239 0.815 1.004
O 3.870 0.560 -0.215
H 3.110 0.078 -0.567
H 3.408 1.180 0.384
*
```

=====

(5)
The following is a DFT calculation (wB97M-V/def2-TZVPD) of 8 unconnected molecules or ions with the total composition C7H28ClO7 in a non-equilibrium geometry.

Computed properties:
Kohn-Sham gap = 9.996 eV
total energy = -1270.37202 hartree
F_max = 1.720 eV/A
highest occupied orbital energy = -6.74 eV

```
! wB97M-V def2-TZVPD RIJCOSX def2/J DEFGRID3
* xyz -1 1
Cl -14.894 5.543 11.964
C -16.109 3.417 8.591
O -16.511 4.735 9.016
H -16.037 3.398 7.503
H -15.112 3.146 8.939
H -16.821 2.654 8.906
H -15.989 5.029 9.766
C -16.705 7.916 9.251
O -15.600 8.155 10.050
H -16.288 7.596 8.296
H -17.328 7.128 9.673
H -17.299 8.824 9.146
H -15.368 7.357 10.529
C -12.696 9.085 12.006
O -12.423 7.778 12.451
H -12.950 9.053 10.946
H -13.575 9.402 12.568
H -11.829 9.733 12.129
H -13.179 7.213 12.272
C -13.682 6.448 15.710
O -14.939 6.096 15.199
H -13.445 7.496 15.527
H -13.723 6.335 16.793
H -12.935 5.810 15.238
H -14.845 5.868 14.271
C -13.983 1.638 11.851
O -14.891 2.358 12.702
H -13.775 2.165 10.920
H -13.003 1.563 12.321
H -14.287 0.603 11.691
H -14.730 3.296 12.575
C -18.574 6.651 12.722
O -17.567 6.176 13.596
H -19.008 7.576 13.102
H -18.255 6.764 11.686
H -19.358 5.906 12.589
H -16.744 6.192 13.103
C -11.842 5.310 9.396
O -13.204 5.031 9.185
H -11.446 4.432 9.907
H -11.263 5.394 8.476
H -11.679 6.212 9.986
H -13.717 4.926 9.989
*
```

=====

(6)
The following is a DFT calculation (wB97M-V/def2-TZVPD) of a molecular structure, C7H28F2HfN14O7 in a non-equilibrium geometry.

Computed properties:
Kohn-Sham gap = 10.543 eV
total energy = -1824.61621 hartree
F_max = 3.116 eV/A
highest occupied orbital energy = -14.82 eV

```
! wB97M-V def2-TZVPD RIJCOSX def2/J DEFGRID3
* xyz 2 1
Hf 21.369 13.580 -3.731
F 19.871 14.716 -2.442
F 22.997 14.017 -5.279
C 22.351 16.957 -3.657
O 21.741 15.931 -3.985
N 21.695 18.128 -3.485
N 23.693 17.045 -3.586
H 22.145 19.017 -3.373
H 20.691 18.136 -3.483
H 24.113 17.890 -3.247
H 24.263 16.242 -3.794
C 21.616 11.352 -6.468
O 21.226 11.955 -5.449
N 21.080 10.186 -6.838
N 22.415 11.996 -7.360
H 21.526 9.592 -7.515
H 20.424 9.799 -6.181
H 22.697 11.516 -8.194
H 22.618 12.972 -7.204
C 19.126 15.163 -6.032
O 20.162 14.668 -5.583
N 18.810 16.474 -6.011
N 18.170 14.391 -6.641
H 19.404 17.244 -5.770
H 17.962 16.729 -6.483
H 17.204 14.599 -6.807
H 18.426 13.417 -6.704
C 20.720 12.131 -0.570
O 21.080 12.262 -1.746
N 19.640 12.847 -0.166
N 21.289 11.329 0.385
H 19.362 12.744 0.795
H 19.464 13.723 -0.656
H 20.730 10.985 1.146
H 21.982 10.720 -0.027
C 18.077 12.035 -3.772
O 19.217 12.524 -3.876
N 16.953 12.716 -4.088
N 17.885 10.848 -3.154
H 17.004 13.643 -4.467
H 16.128 12.149 -4.136
H 16.930 10.598 -2.982
H 18.681 10.318 -2.856
C 23.656 14.438 -0.995
O 22.944 14.398 -2.020
N 23.742 13.407 -0.141
N 24.276 15.579 -0.645
H 23.375 12.503 -0.353
H 24.051 13.572 0.801
H 24.166 16.411 -1.192
H 24.865 15.564 0.169
C 24.007 11.180 -3.614
O 23.110 12.000 -3.426
N 25.331 11.500 -3.645
N 23.768 9.886 -3.930
H 25.576 12.426 -3.338
H 26.054 10.901 -3.991
H 22.812 9.577 -3.883
H 24.478 9.180 -3.971
*
```

=====

The evaluated molecular weight for the records listed, in turn: 480.045 203.279 219.278 237.293 259.747 636.878 g/mol.